{
  "formula": "C48H120O24",
  "method": "wB97M-V/def2-TZVPD",
  "homo_lumo_gap_ev": 9.86,
  "smiles": "COCCOC.COCCOC.COCCOC.COCCOC.COCCOC.COCCOC.COCCOC.COCCOC.COCCOC.COCCOC.COCCOC.COCCOC",
  "largest_force_ev_per_a": 2.495,
  "energy_ev": -100844.291,
  "e_above_lowest_kj_mol": 256.3,
  "species": ["C", "H", "H", "C", "H", "H", "O", "H", "H", "C", "C", "O", "H", "H", "O", "H", "H", "H", "H", "C", "H", "H", "H", "H", "H", "H", "H", "O", "C", "C", "C", "H", "O", "H", "H", "H", "H", "C", "H", "C", "C", "C", "H", "H", "H", "H", "H", "O", "H", "O", "H", "H", "H", "O", "H", "H", "H", "H", "H", "H", "H", "H", "H", "H", "H", "C", "H", "C", "H", "H", "O", "H", "H", "H", "C", "H", "C", "C", "H", "C", "H", "H", "O", "H", "H", "H", "H", "C", "H", "H", "H", "C", "H", "H", "C", "H", "C", "H", "C", "C", "C", "C", "O", "C", "O", "H", "H", "H", "H", "C", "O", "C", "H", "H", "H", "H", "C", "C", "H", "H", "C", "O", "C", "H", "C", "C", "H", "C", "O", "H", "H", "H", "O", "H", "H", "H", "H", "C", "H", "H", "C", "H", "O", "H", "H", "H", "H", "H", "O", "H", "H", "O", "H", "H", "O", "H", "C", "O", "H", "H", "H", "C", "H", "H", "H", "H", "H", "H", "H", "H", "C", "O", "H", "H", "H", "C", "H", "C", "H", "H", "H", "C", "H", "O", "H", "H", "H", "C", "C", "C", "O", "C"],
  "positions_angstrom": [[11.356628, -23.158105, -15.557911], [7.593687, -17.727130, -7.693833], [11.473919, -14.139058, -17.022210], [2.828313, -22.770197, -14.299562], [8.073892, -17.973032, -11.895799], [11.184084, -15.364557, -15.720426], [17.301634, -22.210354, -17.734391], [13.280894, -12.652646, -14.019582], [10.174625, -16.293781, -18.571890], [11.695774, -14.435634, -15.987790], [13.848954, -13.376566, -15.982376], [1.272648, -14.514139, -14.341388], [8.909528, -21.034720, -15.143077], [7.090893, -18.880464, -9.051649], [12.151260, -16.755525, -18.748815], [14.288350, -14.898183, -20.438842], [10.312180, -26.878009, -14.546422], [12.059309, -17.671023, -14.288925], [0.328852, -14.244809, -16.114571], [13.536227, -12.261537, -15.012642], [14.468424, -20.137078, -17.089503], [18.893597, -21.042410, -16.965641], [12.127296, -10.609380, -13.586523], [14.739585, -16.231872, -15.416329], [-0.073768, -15.767825, -15.377985], [6.018081, -17.755940, -8.215823], [14.413895, -11.617507, -14.899418], [9.464007, -12.233045, -8.876903], [14.009126, -15.579480, -19.627317], [4.121198, -19.443652, -15.199065], [2.738122, -18.943384, -11.517185], [14.227558, -14.970704, -18.741574], [13.075189, -14.560371, -15.888695], [8.247596, -15.785608, -10.869136], [10.663324, -22.684671, -11.967625], [17.501365, -19.495668, -15.692402], [2.152381, -22.991444, -15.128682], [-1.087302, -14.048747, -14.528359], [10.938927, -12.223689, -11.790413], [9.482176, -20.076163, -11.075085], [9.480729, -26.166612, -14.576076], [14.668336, -17.789081, -18.988620], [13.319397, -23.489582, -12.059216], [7.841267, -19.188720, -14.709234], [12.242987, -16.288009, -20.727194], [4.360189, -16.152545, -9.430478], [11.680660, -25.240018, -15.383489], [13.012703, -20.268222, -11.122985], [15.810842, -13.971716, -11.460003], [15.866100, -20.681832, -15.630007], [13.063908, -14.347576, -12.529930], [5.477010, -16.664615, -14.299589], [8.047563, -13.201609, -12.824764], [-2.200667, -14.014887, -15.395518], [12.774972, -13.852830, -10.862832], [13.551126, -18.239945, -10.956416], [12.361865, -21.315144, -12.803492], [5.595267, -14.430868, -12.202041], [3.802859, -18.986865, -14.258186], [16.479527, -15.013977, -13.553691], [4.388264, -14.277161, -11.021271], [3.386687, -21.036737, -13.234875], [9.271226, -11.908103, -11.263929], [10.464653, -19.923175, -11.530160], [11.048106, -10.085862, -14.918657], [15.513765, -15.315385, -13.121466], [2.355175, -15.759605, -10.858275], [5.042538, -23.074404, -13.489802], [14.900254, -21.746027, -17.188691], [2.540708, -15.858133, -15.282107], [9.631701, -13.865491, -11.609049], [17.064788, -22.325561, -19.810752], [12.579148, -18.592137, -12.312494], [9.729819, -17.433613, -11.597594], [7.032939, -17.891846, -8.617091], [10.109352, -21.465511, -13.885222], [13.146511, -21.324825, -12.029952], [5.261711, -14.894252, -11.263323], [11.155511, -13.773381, -15.298965], [11.847886, -18.435390, -15.042336], [9.057325, -16.380509, -9.537586], [10.542510, -17.899513, -19.475723], [10.484863, -18.805684, -15.031910], [18.024458, -22.041279, -15.853842], [16.835843, -19.675042, -17.259322], [7.893930, -13.604301, -9.291952], [9.651582, -13.499569, -13.590953], [10.521882, -12.692734, -9.729563], [5.204516, -19.449272, -15.318310], [14.822955, -14.611803, -13.614084], [14.762237, -17.939257, -14.951764], [14.739367, -20.977317, -16.430339], [10.395323, -24.808249, -16.572380], [2.912636, -15.508134, -13.614800], [12.523999, -15.836782, -19.767248], [1.925282, -20.764591, -14.221899], [6.501525, -17.018255, -14.183760], [10.100234, -23.361709, -10.526454], [10.108900, -12.613068, -11.180192], [8.833883, -17.845220, -11.110373], [10.797226, -17.184185, -18.691927], [15.206781, -16.962547, -14.753504], [14.926665, -16.647540, -19.752592], [13.212482, -22.677704, -11.331004], [3.599309, -20.756716, -15.320404], [14.019344, -21.246108, -12.697242], [9.453178, -20.954470, -10.427689], [2.696077, -19.368152, -10.512604], [12.186821, -18.321038, -16.075202], [2.900063, -21.256472, -14.188968], [4.843791, -16.219155, -11.515586], [12.043564, -10.430008, -14.665967], [12.008642, -22.919804, -14.704100], [2.295846, -23.156536, -13.413673], [6.101067, -14.747770, -10.581736], [15.476587, -18.522007, -19.084540], [8.588255, -13.280978, -8.512228], [13.373085, -19.027284, -11.687616], [10.926380, -24.413838, -11.734365], [8.059701, -18.895046, -16.370279], [0.117096, -14.716607, -15.146569], [12.345240, -11.597086, -15.415113], [17.006878, -20.235889, -16.325776], [-2.991718, -15.775265, -14.575617], [9.509151, -17.819723, -15.227963], [8.930817, -13.852328, -12.840081], [9.452052, -17.102953, -14.393222], [2.079315, -15.668359, -14.305702], [4.038925, -23.452947, -14.396327], [13.670493, -13.050541, -17.016748], [5.255175, -22.000951, -13.516277], [1.580689, -16.549986, -13.894354], [10.378318, -22.193940, -15.808316], [4.602783, -17.691267, -10.166974], [-0.812869, -13.030736, -14.255707], [13.761383, -18.291639, -19.330113], [9.118296, -14.203467, -8.236703], [4.170478, -16.706577, -10.350401], [3.774230, -18.925913, -11.871244], [-2.221248, -15.902856, -16.155525], [2.660656, -16.774632, -10.583838], [10.792109, -13.705559, -9.419137], [14.266713, -15.346918, -11.033478], [8.611643, -14.885038, -12.977743], [8.738060, -20.344441, -11.841969], [8.113419, -12.959363, -7.585609], [12.381497, -15.490690, -11.328805], [7.134337, -16.253146, -13.728606], [7.053289, -16.864178, -9.611508], [12.466047, -19.258988, -14.668490], [13.877804, -21.152841, -15.791714], [9.862913, -24.815096, -14.582012], [12.843369, -9.717628, -14.897575], [12.080475, -23.094246, -16.381692], [9.077792, -18.964326, -10.318797], [10.861389, -17.702978, -17.734812], [13.100828, -14.685957, -11.493229], [15.140312, -16.627037, -13.389297], [14.898179, -13.639109, -15.852993], [11.430870, -12.119026, -9.538850], [14.241991, -19.230257, -12.320937], [17.632656, -21.811640, -19.037445], [14.578617, -17.691721, -17.897346], [8.942104, -22.682164, -14.364969], [-1.369204, -14.591077, -13.617600], [14.063251, -22.711389, -10.652740], [8.870572, -26.405473, -15.455034], [17.408243, -20.751213, -19.231704], [4.745581, -23.281903, -12.453212], [-3.809692, -15.053226, -16.017867], [9.514587, -21.829562, -14.728488], [2.228873, -17.621825, -11.616201], [2.193473, -19.534183, -12.245751], [8.855931, -26.356182, -13.703720], [9.712133, -17.196321, -16.104691], [10.835936, -24.572030, -15.600047], [6.358659, -17.864811, -13.500424], [8.097146, -18.379310, -15.405069], [5.956452, -23.608259, -13.730821], [3.695088, -18.817159, -15.987219], [2.112584, -17.010641, -9.661313], [-2.861145, -15.266329, -15.535864], [16.284754, -15.615612, -11.182320], [12.065708, -22.951414, -10.561490], [11.938329, -14.919619, -19.630324], [16.231033, -17.128191, -15.112636], [18.711325, -21.930094, -19.192295], [10.938630, -23.449790, -11.219134], [15.493348, -15.007307, -11.626187], [8.300458, -16.699262, -10.271571], [7.117547, -17.385069, -15.395734], [17.885339, -21.417060, -16.739581]],
  "atomic_forces_ev_per_a": [[0.4101, 0.0823, -0.5777], [1.0153, 0.0254, -0.5714], [-0.4783, -0.0352, 0.1289], [-1.3713, 0.2369, 0.6623], [0.1272, -0.7351, -0.0420], [0.6597, -0.4805, -0.5662], [-0.3050, -0.3057, -0.3005], [0.5591, -0.3326, 0.1477], [-0.5271, -0.2948, -0.3896], [-1.3250, 0.0955, -0.3952], [-0.7368, -0.0347, -0.7975], [-0.6265, -0.5919, 0.3024], [-0.2154, 0.0176, 0.2373], [0.4650, -0.1373, 0.1706], [0.2325, 0.2293, -0.1254], [-0.0835, -0.1059, -0.1222], [0.2588, 0.2198, 0.0073], [0.0017, 0.7182, -0.6828], [-0.2290, 0.0260, -0.1006], [-1.2221, -0.2156, 0.5215], [0.0560, 0.4316, 0.3846], [-0.0652, -0.0984, -0.5402], [-0.2767, -0.1619, 0.0387], [-0.2026, 0.1484, 0.2001], [0.1186, -0.1406, 0.3867], [-0.0897, -0.4249, -0.1444], [-0.1175, 0.3561, -0.2221], [0.6524, -0.4885, -0.2591], [0.4773, 1.1792, -0.5729], [-0.6638, 0.0452, -0.0936], [0.3616, 0.6480, -0.7756], [-0.2479, -0.4579, 0.4438], [0.8657, -0.4452, 1.6823], [-0.4251, -0.2702, -0.3607], [-0.0791, -0.4249, -0.3371], [0.3225, -0.4261, 0.2291], [0.6207, -0.4239, -0.3313], [-0.1415, -0.3581, 0.3707], [-0.0559, -0.3167, -0.2288], [-0.5054, -0.7649, -0.1456], [-0.6685, -0.2865, -0.0336], [-0.1763, -1.5434, 0.3998], [0.2880, 0.1900, -0.2875], [0.2724, 0.2721, 0.4900], [0.2774, 0.2109, -0.2161], [0.1519, 0.4213, -0.2136], [0.0905, -0.0796, -0.3945], [0.0438, -0.0599, 0.4496], [-0.3136, 0.2130, -0.0944], [-0.4314, 0.1856, -0.2055], [0.3596, -0.3057, -0.0914], [0.1961, 0.3464, -0.6373], [0.0986, 0.0554, 0.0860], [-0.1686, 0.2466, 0.1937], [0.4706, 0.1263, 0.1465], [0.3510, -0.4874, 0.3908], [-0.5555, 0.0134, 0.3579], [0.0416, -0.4449, -0.1456], [0.3287, 0.0121, 0.1189], [0.2886, -0.4552, 0.1970], [0.1526, 0.0119, 0.5698], [0.1828, 0.4593, -0.1370], [0.2390, 0.2847, 0.1189], [0.0122, -0.1493, 0.0592], [0.0351, 0.0844, -0.1493], [-0.3408, 1.5535, -0.2626], [-0.1736, -0.1041, -0.1464], [-0.2699, 0.4768, 0.4716], [0.1408, -0.6380, 0.5921], [-0.2596, -0.2266, -0.0944], [-0.0768, -0.4350, 0.2888], [0.0047, -0.5569, 0.4044], [-0.0837, -0.3899, -0.1564], [0.2280, -0.3322, -0.0410], [-2.2116, 0.8773, 0.3222], [-0.0088, 0.2758, -0.0169], [-0.0599, -0.5528, -0.9597], [-0.2619, 1.0988, -1.5753], [0.8330, 0.6316, -0.0657], [0.0017, -0.5956, 0.2461], [0.0602, -0.4789, 0.2227], [-0.2562, 0.3516, -0.2357], [-0.5452, -0.8859, 0.2429], [-0.1582, -0.1882, -0.0798], [-0.8237, -0.0313, 0.1356], [-0.2095, 0.4620, -0.0472], [-0.4833, -0.2469, -0.3894], [-0.3380, 0.1059, 0.6069], [0.0407, 0.0074, 0.2026], [-0.1903, -0.2107, -0.0992], [-0.4343, 0.0567, 0.4883], [-0.1479, 0.7416, -1.0485], [0.1003, 0.0878, -0.1214], [-0.1006, 0.3144, -0.0057], [-0.5380, -1.2612, 0.5133], [-0.3838, -0.4526, 0.4750], [0.4893, -0.3968, 0.6398], [0.1791, -0.5271, 0.2553], [-0.3458, 0.1980, -0.1968], [-0.8311, 1.4219, -0.0250], [1.4764, 0.3407, 1.0773], [0.4527, -0.4580, -0.7862], [-0.1757, 0.1173, 0.0907], [-0.5818, 0.0573, -0.2344], [0.4825, -0.2848, 0.2071], [0.4940, 0.2230, 0.5106], [0.5534, 0.2306, 0.2166], [-0.1838, 0.0166, 0.0615], [0.1362, 0.9421, 0.1342], [0.6218, 0.0929, -0.5244], [0.1568, 0.5485, 1.0557], [1.3582, -0.4651, 0.0610], [-0.5949, -0.1833, 0.5103], [-0.0698, 0.2859, 0.1164], [-0.2846, -0.5073, 0.4785], [0.2532, 0.4028, -0.5185], [0.2562, -0.3930, 0.7012], [-0.1121, 0.1009, -0.7446], [0.7109, -0.2087, 0.3439], [-0.1312, 0.2685, -0.1783], [0.5710, 0.4915, -0.9252], [-0.0872, 0.2078, -0.4235], [0.3684, -0.1256, -0.7366], [-0.1913, 0.1588, 0.0871], [-0.1027, 1.1197, 0.3725], [0.7584, 0.1773, 0.4390], [0.2947, -0.1110, 0.2553], [0.9718, 0.0172, 0.4001], [0.4582, -0.0967, -0.8890], [0.4344, 0.6242, 0.0895], [0.1003, 0.0001, -0.2675], [-0.3060, 0.0191, -0.3321], [-0.1986, 0.2996, -0.0627], [-0.1736, -0.1125, 0.0719], [-0.1773, 0.0836, -0.0753], [0.0444, -0.0099, 0.0745], [0.3194, 0.1493, -0.0760], [-0.2334, -1.3127, -0.4144], [0.1699, -0.2468, 0.2585], [-0.4155, -0.2565, -0.1594], [0.1877, 0.7811, 0.2092], [-0.0972, -0.2207, -0.3713], [0.5513, 0.5236, 0.0235], [0.0874, 0.1214, -0.4247], [0.1055, 0.4508, -0.2374], [-0.4928, 0.0627, -0.3119], [-0.5779, 0.4057, -0.4335], [-0.3741, 0.0417, 0.4646], [0.9704, -0.4847, -0.0655], [-0.5256, -0.4093, -0.0166], [0.1344, -0.3233, 0.1091], [0.4241, 0.0120, -0.0241], [-0.4345, 0.5250, 0.0042], [-0.2357, 0.0280, -0.1888], [-0.0090, -0.0556, -0.1833], [-0.8507, -0.2675, -0.1541], [-0.6709, -0.9122, 0.6630], [0.0064, -0.5344, 0.0731], [-0.0558, -0.3278, -0.0971], [-0.2990, 0.4854, 0.0302], [0.1693, 0.6922, 0.0381], [0.4193, 0.9967, -0.4054], [-0.1503, 0.8068, -0.1061], [-0.2372, 0.0417, -0.1990], [0.0941, 0.1026, 0.1672], [0.0006, 0.0901, 0.0742], [0.0719, -0.0001, -0.1097], [0.0317, 0.0337, 0.2799], [0.0179, -0.2346, 0.0260], [-0.0550, -0.2131, -0.0096], [0.8004, -0.4189, -0.1304], [-0.0307, -0.3913, 0.0530], [-0.2910, -0.1187, 0.2757], [0.0518, 0.1764, 0.0754], [0.1261, -0.0732, -0.1032], [0.0081, -0.3362, 1.0541], [0.4609, -0.0747, 0.0173], [0.2164, -1.2670, -0.1208], [-0.0781, -0.1617, -0.0750], [0.0782, -0.0433, -0.1121], [0.2861, -0.1509, 0.1561], [0.9689, 0.3216, -0.1802], [-0.3417, -0.1802, 0.3793], [0.3292, -0.7542, 1.1017], [0.2649, 0.2538, -0.1815], [0.2897, 0.4168, 0.2799], [-0.0648, -0.1562, -0.2168], [-1.0743, 2.0961, -0.8243], [0.5707, -0.6168, -0.7165], [0.7130, 0.7850, 0.9447], [-0.6591, 0.2899, -0.9510], [0.4201, 0.5215, 1.4408]]
}